{"formula": "CH3N3S", "method": "ωB97M-V/def2-TZVPD", "species": ["N", "N", "N", "C", "S", "H", "H", "H"], "xyz": [[0.36045, -0.98017, 1.47222], [-0.31906, -0.32080, 0.54753], [0.30834, -0.09039, -0.47232], [-0.35213, 0.85927, -1.41106], [-1.29641, 0.33196, -2.63585], [1.32395, -1.12596, 1.17509], [0.09115, -0.58037, 2.36889], [-0.11629, 1.90645, -1.04451]], "forces_ev_per_a": [[-0.10, -0.65, 0.32], [-1.15, 1.34, 0.08], [0.13, 1.45, -2.12], [-0.40, -1.50, 0.96], [1.12, 0.96, 1.12], [0.14, 0.14, 0.73], [0.61, -0.66, -0.12], [-0.34, -1.09, -0.98]], "mulliken_charge": [-0.36, 0.01, -0.29, 0.03, -0.22, 0.29, 0.27, 0.29], "homo_energy_ha": -0.3285, "smiles": "N/N=N/C=S", "de_lowest_kcal_mol": 21.80}

{"formula": "C4H6Cl2", "method": "ωB97M-V/def2-TZVPD", "species": ["C", "C", "C", "Cl", "C", "Cl", "H", "H", "H", "H", "H", "H"], "xyz": [[-0.74173, -0.69536, -1.23441], [-0.74731, -0.18509, 0.20125], [0.66532, 0.06602, 0.61765], [1.44772, -1.49911, 1.01403], [1.24370, 1.25693, 0.85106], [2.76574, 1.47687, 1.53727], [-0.06344, -1.53790, -1.39680], [-1.71686, -1.20419, -1.52769], [-0.82763, 0.14020, -1.95525], [-1.40059, 0.80400, 0.14402], [-1.27459, -0.80281, 0.97155], [0.64968, 2.18044, 0.77732]], "forces_ev_per_a": [[-2.84, -1.36, -0.86], [-1.77, 2.14, -0.32], [0.34, 0.10, 1.19], [-0.05, 1.19, -0.32], [-1.64, -0.80, -0.06], [0.90, 0.06, 0.17], [0.56, 0.80, -0.31], [0.65, 0.45, 0.89], [1.29, -0.46, 0.28], [1.62, -1.66, 0.49], [0.63, 0.14, -0.86], [0.31, -0.62, -0.28]], "mulliken_charge": [-0.98, -0.43, 0.26, -0.19, -0.26, -0.16, 0.32, 0.28, 0.29, 0.24, 0.30, 0.31], "homo_energy_ha": -0.3420, "smiles": "CC/C(Cl)=C/Cl", "de_lowest_kcal_mol": 15.68}

{"formula": "C3H25N2O8", "method": "ωB97M-V/def2-TZVPD", "species": ["N", "C", "C", "O", "C", "N", "H", "H", "H", "H", "H", "H", "H", "H", "H", "H", "H", "H", "H", "O", "H", "H", "O", "H", "H", "O", "H", "H", "O", "H", "H", "O", "H", "H", "O", "H", "H", "O"], "xyz": [[1.52653, 1.61224, 0.99687], [1.57709, 0.13742, 0.70784], [2.31588, -0.44770, 1.88530], [3.66144, 0.09260, 1.75441], [0.18916, -0.38242, 0.48099], [-0.25530, 0.28345, -0.75581], [1.20255, 2.13245, 0.17001], [2.31602, 2.10183, 1.40953], [0.68421, 1.77134, 1.58129], [2.25244, 0.01092, -0.14772], [2.44992, -1.52647, 1.86500], [1.93631, -0.14135, 2.86508], [4.05336, 0.21666, 2.61867], [0.12449, -1.46902, 0.44779], [-0.51814, 0.08658, 1.19859], [0.24354, 0.16255, -1.64066], [-1.15197, -0.01239, -1.13179], [-3.73814, -2.57245, -1.77421], [-3.59465, -1.47857, -2.80368], [-3.67703, -1.62310, -1.83697], [-3.41656, -0.20701, -0.66779], [-3.69608, 0.17740, 0.78177], [-3.18363, 0.46528, 0.00454], [0.36656, 4.10121, -0.77860], [1.66253, 4.44748, -1.32640], [1.31785, 4.01975, -0.53337], [-1.82128, -1.30047, 3.39311], [-0.37112, -1.06568, 3.99785], [-0.90476, -1.08464, 3.19229], [3.14307, -2.68608, -1.02692], [1.80596, -2.97830, -1.71627], [2.21338, -2.41321, -1.03788], [-1.37245, 2.10852, -0.15940], [-2.48190, 3.05418, -0.49760], [-1.51633, 3.02204, -0.45256], [-1.12646, -3.56034, -3.35830], [-0.85964, -2.42864, -4.25502], [-1.35689, -2.62607, -3.44997]], "forces_ev_per_a": [[-2.64, 0.57, -0.35], [1.39, -0.40, 1.06], [1.79, 0.01, 0.42], [-0.52, 0.27, -0.14], [-1.08, 1.40, -1.47], [-0.55, 0.29, -1.74], [0.66, 0.24, -0.47], [0.43, -0.49, -0.14], [0.68, -0.12, 0.26], [-0.46, -0.05, 0.01], [-0.70, -0.13, -0.22], [-0.45, -0.09, -0.19], [0.14, -0.13, 0.22], [0.22, 0.06, 0.35], [0.57, -1.05, 0.17], [1.11, -0.28, 0.85], [-0.45, -0.03, 1.16], [0.00, -0.47, 0.24], [0.05, -0.02, 0.84], [-0.05, 0.56, -1.05], [0.05, 0.15, 0.16], [0.29, 0.32, -0.45], [-0.41, -0.45, 0.41], [0.19, -0.43, 0.83], [0.77, -0.06, 0.15], [-1.19, 0.24, -0.89], [0.25, -0.02, 0.43], [-0.65, -0.19, 0.03], [0.40, 0.18, -0.23], [-0.26, 0.08, 0.00], [0.18, 0.30, 0.36], [0.10, -0.32, -0.32], [0.12, -0.06, -0.45], [0.17, 0.21, -0.03], [-0.20, -0.09, 0.30], [-0.32, -0.01, 0.33], [-0.20, 0.41, -0.01], [0.55, -0.42, -0.40]], "mulliken_charge": [-0.22, 0.20, -0.89, -0.56, -0.66, -0.41, 0.40, 0.33, 0.40, 0.32, 0.35, 0.39, 0.33, 0.45, 0.37, 0.21, 0.06, 0.28, 0.29, -0.64, 0.35, 0.29, -0.60, 0.32, 0.32, -0.67, 0.27, 0.28, -0.56, 0.29, 0.26, -0.54, 0.33, 0.29, -0.68, 0.30, 0.31, -0.58], "homo_energy_ha": -0.4621, "charge": 1, "de_lowest_kcal_mol": 23.28}